No. 1
Molecular formula: C44H90N4O18
Method: DFT, wB97M-V/def2-TZVPD

XYZ file:
```
156
C44H90N4O18 wB97M-V/def2-TZVPD
O -4.31907 -3.12444 -5.05275
C -4.66244 -2.29192 -4.30526
O -4.42009 -2.41259 -2.95771
C -4.64002 -1.15957 -2.30330
C -5.61155 -0.44890 -3.19291
C -5.28278 -0.96484 -4.64213
H -3.62777 -0.78524 -2.31542
H -5.05159 -1.27032 -1.33701
H -5.66831 0.66144 -3.07249
H -6.62287 -0.71221 -2.87984
H -4.58731 -0.41159 -5.27921
H -6.21992 -1.16819 -5.16430
O -0.67551 -3.58394 0.95607
C -1.87265 -3.79891 0.73630
O -2.55096 -4.69114 1.48787
C -3.96566 -4.75340 1.04106
C -3.94625 -4.18558 -0.39205
C -2.83724 -3.17754 -0.29976
H -4.48287 -4.12090 1.74607
H -4.19992 -5.84417 1.00580
H -4.82170 -3.71849 -0.70877
H -3.72012 -5.04632 -1.09538
H -3.14340 -2.16509 0.06711
H -2.32160 -3.00743 -1.21595
O -4.09131 -2.03313 2.44729
C -3.02356 -1.91524 2.95802
O -2.66254 -2.79341 3.91555
C -1.39126 -2.52206 4.49241
C -0.80154 -1.37285 3.67690
C -1.99739 -0.84243 2.90846
H -0.80479 -3.48233 4.38512
H -1.59706 -2.37145 5.58921
H -0.14528 -1.82279 2.96560
H -0.25573 -0.61305 4.22650
H -1.87982 -0.66692 1.80239
H -2.50602 0.07218 3.23987
O 0.99064 1.86481 -4.75221
C 0.03768 1.09726 -4.90139
O -1.23648 1.41891 -4.55522
C -2.22825 0.41389 -4.87763
C -1.41938 -0.71661 -5.54938
C 0.10221 -0.31240 -5.39910
H -2.97853 0.95571 -5.48078
H -2.56298 0.15341 -3.93358
H -1.64542 -0.89589 -6.58078
H -1.60648 -1.61667 -4.96368
H 0.56063 -0.51379 -6.33695
H 0.50921 -0.99631 -4.60610
O -0.87533 -0.58355 -1.87499
C 0.17492 -0.17631 -1.44750
O 0.64148 0.99842 -1.89751
C 1.90527 1.33100 -1.23798
C 1.87368 0.48917 0.06837
C 1.00329 -0.67501 -0.34251
H 1.77188 2.39269 -1.04796
H 2.78370 1.08372 -1.88591
H 1.45253 1.09981 0.79665
H 2.86578 0.11432 0.43369
H 0.44509 -1.07696 0.54192
H 1.49091 -1.54755 -0.79044
C 4.49923 -0.05125 -3.90509
O 4.23949 -1.34415 -3.44041
C 4.14222 -1.55514 -2.04855
C 3.58130 -2.97750 -1.75671
N 2.22900 -3.01356 -2.18816
C 1.46568 -4.11767 -1.73814
C 0.07483 -4.13311 -2.28576
O 0.11809 -4.28962 -3.71898
C -1.17257 -4.38189 -4.40947
H 5.31459 -0.08844 -4.61229
H 4.73059 0.70546 -3.16407
H 3.60223 0.29132 -4.45378
H 3.40946 -0.80513 -1.71676
H 5.08576 -1.39465 -1.50753
H 3.49681 -3.05706 -0.61617
H 4.23675 -3.74813 -2.25576
H 2.24114 -2.92821 -3.23475
H 1.18247 -4.04136 -0.70216
H 1.92367 -5.12039 -1.82991
H -0.35983 -3.17554 -1.99454
H -0.52693 -4.88167 -1.77997
H -0.91401 -4.94999 -5.32471
H -1.58889 -3.40291 -4.55948
H -1.89160 -4.98293 -3.85339
C -4.32539 2.50117 -0.08142
O -3.31441 1.57999 -0.41072
C -2.23300 2.17439 -1.14275
C -1.41513 3.06886 -0.21380
N -1.10136 2.33969 0.99640
C -0.45077 3.21605 1.98395
C -0.73044 2.79307 3.39886
O -2.17101 2.75975 3.54849
C -2.61513 2.83188 4.89328
H -4.57306 3.31361 -0.82927
H -4.06713 2.97674 0.84990
H -5.22369 1.93182 0.07654
H -2.57217 2.85804 -1.94159
H -1.68737 1.28419 -1.55997
H -2.03377 3.94715 -0.03222
H -0.58712 3.52270 -0.75645
H -1.93960 2.02487 1.42049
H -0.79518 4.23812 1.84865
H 0.60913 3.20867 1.86421
H -0.32670 3.44752 4.14658
H -0.37742 1.73483 3.57126
H -2.50487 1.91753 5.56878
H -3.69663 2.99785 4.73047
H -2.21336 3.80160 5.34023
C 0.11008 -5.73222 3.10492
O 1.01245 -4.77161 3.61164
C 2.16579 -4.62188 2.81795
C 3.01849 -3.59015 3.55977
N 4.25982 -3.28525 2.88748
C 4.34057 -2.05552 2.02842
C 4.69523 -0.78713 2.86397
O 3.46080 -0.54479 3.56362
C 3.56572 0.16000 4.74995
H 0.57672 -6.68387 3.06417
H -0.39279 -5.44301 2.16514
H -0.67028 -5.83746 3.82245
H 2.03797 -4.34394 1.74332
H 2.82770 -5.57518 2.76502
H 3.15020 -3.99542 4.58194
H 2.42120 -2.71521 3.67198
H 5.02024 -3.23080 3.53809
H 3.40050 -1.95714 1.60456
H 5.08582 -2.25135 1.22308
H 5.00969 0.01922 2.21961
H 5.45194 -1.05203 3.57543
H 2.57580 0.19554 5.26725
H 3.96804 1.18421 4.68329
H 4.20519 -0.53257 5.37546
C 3.47819 3.72465 3.15720
O 2.75875 4.74595 2.57999
C 3.00392 6.06160 3.01381
C 1.87644 6.91259 2.47338
N 2.07885 7.21146 1.05071
C 0.81969 7.52600 0.32019
C 0.94421 7.29842 -1.16228
O 1.17878 5.97341 -1.49489
C 1.13034 5.70067 -2.92488
H 3.16392 3.44150 4.15423
H 4.47495 3.98111 3.24054
H 3.42495 2.82610 2.54715
H 4.02466 6.35940 2.87737
H 2.90421 6.10261 4.05966
H 1.75706 7.85039 3.04255
H 1.04491 6.28670 2.64713
H 2.43628 6.38065 0.68427
H 0.63914 8.63629 0.49316
H -0.05035 7.02193 0.64172
H 1.74225 7.97715 -1.53524
H 0.01315 7.76475 -1.60135
H 1.85172 6.35864 -3.38728
H 0.16574 5.88105 -3.37860
H 1.41933 4.64066 -2.97279
```

SMILES string	COCCNCCOC.COCCNCCOC.COCCNCCOC.COCCNCCOC.O=C1CCCO1.O=C1CCCO1.O=C1CCCO1.O=C1CCCO1.O=C1CCCO1
LUMO	0.4949	eV
HOMO-LUMO gap	9.1487	eV
largest force on an atom	3.06	eV/A

***

No. 2
Molecular formula: C11H12N2O2
Method: DFT, wB97M-V/def2-TZVPD

XYZ file:
```
27
C11H12N2O2 wB97M-V/def2-TZVPD
C 1.94496 -0.58433 -0.09042
C 3.51206 -0.20007 0.16549
C 1.57660 0.93635 -0.40583
C 0.05299 1.10706 -0.24465
C -0.46279 2.32558 0.27048
C -0.89344 0.03280 -0.19586
C -2.06751 0.80176 0.12657
C -0.99293 -1.37786 -0.34413
C -3.24885 0.18593 0.28412
C -2.25579 -1.97762 -0.29354
C -3.39225 -1.16388 0.07039
H 0.60692 -0.93097 1.48956
H 2.11395 -1.28844 1.78389
H 1.75191 -1.07462 -1.07616
H 1.79742 1.19898 -1.49884
H 2.04695 1.63590 0.28562
H 0.00276 3.30510 0.24889
H -2.42285 2.79312 -0.23560
H -0.12127 -2.07045 -0.44014
H -4.25072 0.67700 0.56392
H -2.30886 -3.03363 -0.47593
H -4.32307 -1.68422 0.26227
H 3.46411 -0.36554 -1.66232
N 1.43493 -1.39244 1.02891
N -1.75152 2.12669 0.24172
O 4.08062 0.05096 1.17721
O 4.10567 -0.03318 -1.03560
```

SMILES string	N[C@@H](Cc1c[nH]c2ccccc12)C(=O)O
LUMO	0.6359	eV
HOMO-LUMO gap	8.4954	eV
ΔE to the lowest compared entry with this formula, charge and spin	70.5	kcal/mol
largest force on an atom	6.29	eV/A

***

No. 3
Molecular formula: C50H54F3N5O4
Method: DFT, wB97M-V/def2-TZVPD

XYZ file:
```
116
C50H54F3N5O4 wB97M-V/def2-TZVPD
C 2.30331 -1.70561 2.56662
C 2.32694 -0.23029 2.95503
C 3.75124 0.29858 3.12556
C 1.46311 0.04019 4.19037
C 1.83372 -0.46718 5.43553
C 1.08042 -0.17600 6.57244
C -0.03894 0.65181 6.48175
C -0.42918 1.17440 5.24967
C -1.61045 2.12738 5.11328
C -1.81154 3.05561 6.30934
C -2.89059 1.36804 4.82628
C 0.29120 0.80102 4.10444
N -0.11051 1.33318 2.81947
N 0.48336 2.45554 2.36181
N -0.04369 2.65467 1.12722
C 0.28680 3.87473 0.41870
C 1.46824 3.91865 -0.34001
C 2.44328 2.73937 -0.37828
C 3.82136 3.15206 0.14210
C 2.52929 2.12537 -1.77431
C 1.74150 5.06758 -1.08413
C 0.87904 6.16086 -1.04196
C -0.25138 6.12954 -0.22715
C -0.54118 5.00382 0.54516
C -1.73911 5.00006 1.49478
C -3.04397 4.68848 0.76236
C -1.84598 6.30859 2.28688
C -0.95401 1.65259 0.80320
C -1.72419 1.63997 -0.41633
C -2.96100 0.95095 -0.44034
C -3.71331 0.80960 -1.59101
C -3.29521 1.46247 -2.74185
C -4.16733 1.35898 -3.96144
F -3.60428 1.92634 -5.06476
F -4.44174 0.05265 -4.27418
F -5.37447 1.97983 -3.75915
C -2.11963 2.21007 -2.76534
C -1.33765 2.29729 -1.62169
C -1.01388 0.80019 1.88282
C -1.75129 -0.37721 2.07734
H 1.27331 -2.02680 2.37223
H 2.89239 -1.87038 1.65734
H 2.71573 -2.32994 3.36949
H 1.86586 0.33984 2.14068
H 3.72975 1.37521 3.33467
H 4.26667 -0.20500 3.95368
H 4.32793 0.14243 2.20553
H 2.72816 -1.09078 5.50728
H 1.37648 -0.58400 7.53940
H -0.61621 0.90371 7.37300
H -1.39196 2.74961 4.23244
H -0.88726 3.59216 6.54498
H -2.58563 3.79260 6.06616
H -2.13745 2.49348 7.19256
H -2.76109 0.71026 3.96509
H -3.19005 0.73690 5.67680
H -3.71559 2.05199 4.58642
H 2.03839 1.98482 0.30727
H 3.73189 3.58896 1.14392
H 4.48483 2.28142 0.20598
H 4.28161 3.89627 -0.52086
H 1.54044 1.79440 -2.11404
H 2.91500 2.85555 -2.49816
H 3.19520 1.25494 -1.76679
H 2.64117 5.09172 -1.70430
H 1.09689 7.04691 -1.64001
H -0.92098 6.99106 -0.17985
H -1.54958 4.18916 2.21262
H -2.90223 3.88746 0.02606
H -3.81422 4.35186 1.46750
H -3.40841 5.57769 0.22980
H -0.88259 6.56376 2.74346
H -2.15538 7.13688 1.63691
H -2.58600 6.20343 3.08864
H -3.33294 0.52299 0.48602
H -4.60931 0.19479 -1.57503
H -1.80653 2.71457 -3.67524
H -0.41071 2.87204 -1.65239
H -2.07243 -0.90672 1.18754
H -1.63038 -0.92629 3.00697
C -10.82577 -0.74436 5.12850
C -9.82587 -0.16961 5.92467
C -8.67348 0.35809 5.33515
C -8.51822 0.33546 3.94130
C -7.33706 0.99887 3.30022
O -6.25829 0.03356 3.08984
C -5.19414 0.60401 2.50082
N -3.97611 -0.14987 2.35969
N -3.85748 -1.35560 2.74437
C -4.02742 -2.32340 1.69962
O -4.13142 -2.07275 0.51293
O -4.00800 -3.55042 2.25447
C -3.83554 -4.62344 1.27976
C -3.85084 -5.90289 2.05874
C -2.65763 -6.56349 2.38233
C -2.68644 -7.70148 3.19433
C -3.90712 -8.19029 3.67826
C -5.10140 -7.55473 3.31147
C -5.07254 -6.41310 2.50707
O -5.17348 1.75795 2.08600
C -9.50554 -0.26448 3.14818
C -10.65853 -0.79126 3.73773
H -11.72975 -1.14820 5.58772
H -9.94413 -0.12288 7.00890
H -7.88504 0.81645 5.93660
H -7.61696 1.43251 2.32736
H -6.95553 1.80568 3.94531
H -4.66591 -4.57730 0.56001
H -2.87240 -4.47925 0.77082
H -1.72108 -6.16317 1.98609
H -1.75115 -8.20279 3.45083
H -3.92981 -9.06319 4.33329
H -6.06234 -7.93960 3.65584
H -5.99011 -5.89955 2.21005
H -9.35903 -0.28585 2.06590
H -11.43073 -1.23232 3.10485
```

LUMO	-1.3428	eV
HOMO-LUMO gap	5.2843	eV
largest force on an atom	4.22	eV/A

***

No. 4
Molecular formula: C2H9N3O
Method: DFT, wB97M-V/def2-TZVPD

XYZ file:
```
15
C2H9N3O wB97M-V/def2-TZVPD
C -0.22587 0.25022 0.58655
C -0.23497 -0.90841 -1.51391
N -0.37907 0.29990 -0.73825
N -0.20916 -0.96837 1.29029
N -0.89600 1.21340 1.35839
O 1.93591 1.00043 -0.47822
H 1.80236 1.32172 -1.38944
H 1.18614 0.95966 0.46240
H 0.39702 -1.67209 0.88732
H 0.07948 -0.79358 2.24562
H -0.97820 2.08903 0.85306
H -1.82601 0.92087 1.63603
H -0.13554 -0.66507 -2.57233
H -1.13755 -1.52543 -1.40552
H 0.62147 -1.52230 -1.22197
```

SMILES string	CN=C(N)N.O
LUMO (alpha / beta)	-0.0572 / -0.0569	eV
HOMO-LUMO gap (alpha / beta)	8.3731 / 8.3727	eV
ΔE to the lowest compared entry with this formula, charge and spin	89.4	kcal/mol
largest force on an atom	7.00	eV/A